A cluster of 2 separate species, C21H45Si4 in total, computed with ωB97M-V with the def2-TZVPD basis set.

As for the total charge: +1. For the molecular weight, the calculation gives 409.93 u. For the HOMO energy, the calculation gives -0.44314 Ha.

Cartesian coordinates (Å):
Si 0.3555 0.4393 -2.9070
Si 0.5929 3.9504 1.3702
Si -0.2548 1.0017 0.3086
Si -3.0480 -0.0934 1.4263
C 0.2473 4.5767 3.1030
C 4.1423 -3.1264 0.8708
C -0.1468 -3.0351 1.5238
C -1.0882 0.3406 -4.1084
C 4.6593 -3.9032 -0.1692
C 2.1062 4.8560 0.7388
C 2.7849 -2.8511 0.9570
C 1.8525 -3.4044 0.0250
C 0.7334 -1.2968 -2.3620
C 0.8769 2.0690 1.3588
C 1.8859 1.1184 -3.7307
C -3.2605 -1.2472 -0.0407
C 3.7789 -4.4262 -1.1293
C -0.4596 -3.8504 -0.8531
C -0.1366 1.5579 -1.4704
C -2.2182 -0.8766 2.9150
C -4.7232 0.5256 1.9909
C -2.0166 1.3601 0.8631
C 0.4380 -3.2771 0.1897
C -0.8460 4.5397 0.3066
C 2.4151 -4.1548 -1.0602
H -3.7526 -0.7159 -0.8711
H -0.4695 -4.9552 -0.8253
H -2.3048 -1.6362 -0.4160
H 0.0987 -0.5405 0.4060
H 1.0967 4.3861 3.7722
H 0.4345 -2.3392 2.1444
H 2.2524 0.4113 -4.4868
H -1.2122 1.2946 -4.6391
H 2.6819 1.2675 -2.9891
H -1.1218 1.9800 -1.7437
H -1.8120 4.1296 0.6259
H -1.1396 -1.0065 2.7741
H 4.8242 -2.7222 1.6176
H -1.1635 -2.6579 1.3923
H -3.9004 -2.0962 0.2396
H 1.9152 5.9382 0.7638
H -0.2576 -3.9728 2.0988
H 2.9832 4.6509 1.3663
H -2.5553 1.8488 0.0318
H -0.8887 5.6356 0.4188
H -2.6676 -1.8557 3.1264
H -0.1445 -3.5753 -1.8670
H 1.6700 2.0751 -4.2222
H -0.9114 -0.4470 -4.8549
H -5.2381 1.0709 1.1896
H 1.9191 1.8896 1.0304
H -2.3584 -0.2395 3.8023
H 2.3441 4.5787 -0.2960
H -0.1861 -1.6635 -1.9008
H -4.6182 1.1961 2.8538
H 2.4105 -2.2125 1.7604
H 0.5883 2.3929 -1.5122
H 1.5483 -1.3880 -1.6340
H 0.0807 5.6630 3.0676
H 5.7212 -4.1358 -0.2229
H 0.8168 1.7222 2.4085
H -1.4932 -3.5319 -0.7025
H 4.1587 -5.0309 -1.9496
H -5.3565 -0.3203 2.2936
H 1.7536 -4.5453 -1.8433
H -0.7026 4.3169 -0.7584
H 0.9701 -1.9404 -3.2227
H -2.0073 2.0701 1.7094
H -0.6485 4.1128 3.5353
H -2.0280 0.1052 -3.5880